Density functional theory data (ωB97M-V/def2-TZVPD) for a single C26H25N3O3S molecule in a non-equilibrium geometry.

```
58
C26H25N3O3S (ωB97M-V/def2-TZVPD)
C -1.154 -3.467 1.685
H -1.193 -4.531 1.457
O 0.043 -3.007 1.111
C 0.433 -1.710 1.364
C -0.405 -0.769 1.948
C 0.014 0.528 2.173
C 1.297 0.934 1.833
C 2.138 -0.004 1.261
C 1.733 -1.314 1.010
O 2.682 -2.074 0.393
C 2.609 -3.481 0.403
H 3.558 -3.815 -0.017
H 1.785 -3.850 -0.210
H 2.505 -3.870 1.419
H 3.152 0.235 0.983
C 1.707 2.356 2.123
H 0.878 3.011 1.839
H 1.853 2.466 3.202
C 2.971 2.840 1.418
N 2.850 2.701 -0.015
C 3.836 2.194 -0.770
O 4.960 1.965 -0.374
C 3.414 1.938 -2.214
H 4.291 1.946 -2.860
H 2.661 2.644 -2.558
S 2.727 0.259 -2.391
C 1.091 0.451 -1.824
N 0.706 1.631 -1.401
N -0.537 1.849 -1.022
C -1.437 0.900 -1.034
C -1.108 -0.448 -1.394
C -1.987 -1.539 -1.292
C -1.575 -2.792 -1.667
C -0.275 -3.006 -2.138
C 0.616 -1.968 -2.211
C 0.217 -0.679 -1.834
H 1.633 -2.120 -2.541
H 0.026 -4.002 -2.429
H -2.254 -3.628 -1.591
H -2.982 -1.381 -0.904
C -2.797 1.307 -0.660
C -3.898 0.937 -1.428
C -5.168 1.351 -1.069
C -5.354 2.137 0.055
C -4.260 2.528 0.811
C -2.989 2.122 0.452
H -2.127 2.427 1.025
H -4.400 3.153 1.680
H -6.347 2.455 0.335
H -6.016 1.063 -1.674
H -3.756 0.351 -2.325
H 1.912 2.714 -0.411
H 3.135 3.896 1.671
H 3.853 2.279 1.737
H -0.670 1.228 2.629
H -1.412 -1.041 2.222
H -1.160 -3.327 2.770
H -2.030 -2.975 1.250
```

Summary:
- Spin multiplicity: 1
- Kohn-Sham gap: 7.75 eV
- Charge: 0
- Energy above the lowest of the compared OMol25 structures with the same formula, charge and spin: 54.76 kcal/mol
- Calculated total energy: -48815.59095 eV
- LUMO level: -0.20 eV

Löwdin atomic charge list, values in e, 6 entries: atom 1 (C): -0.084, atom 2 (H): 0.098, atom 3 (O): -0.124, atom 4 (C): -0.201, atom 5 (C): -0.016, atom 6 (C): -0.054